{
  "formula": "C24H62F6N4O3P",
  "method": "ωB97M-V/def2-TZVPD",
  "species": ["C", "C", "C", "N", "C", "C", "C", "C", "C", "C", "H", "H", "H", "H", "H", "H", "H", "H", "H", "H", "H", "H", "H", "H", "H", "H", "H", "H", "H", "H", "C", "N", "C", "C", "C", "C", "O", "H", "H", "H", "H", "H", "H", "H", "H", "H", "H", "H", "H", "H", "H", "C", "N", "C", "C", "C", "C", "O", "H", "H", "H", "H", "H", "H", "H", "H", "H", "H", "H", "H", "H", "H", "C", "N", "C", "C", "C", "C", "O", "H", "H", "H", "H", "H", "H", "H", "H", "H", "H", "H", "H", "H", "H", "P", "F", "F", "F", "F", "F", "F"],
  "xyz": [[2.65, 2.79, -3.18], [3.49, 1.53, -2.89], [2.88, 0.36, -3.61], [3.55, -0.97, -3.30], [3.12, -1.95, -4.35], [3.40, -3.41, -4.08], [2.80, -3.77, -2.73], [3.47, -2.89, -1.68], [3.09, -1.46, -1.96], [5.05, -0.93, -3.32], [2.78, 3.05, -4.23], [2.97, 3.61, -2.55], [1.61, 2.59, -2.92], [3.58, 1.36, -1.82], [4.50, 1.72, -3.24], [2.94, 0.47, -4.69], [1.85, 0.19, -3.31], [2.04, -1.81, -4.49], [3.56, -1.65, -5.30], [2.93, -4.02, -4.86], [4.45, -3.70, -4.18], [1.73, -3.57, -2.83], [2.86, -4.84, -2.49], [3.12, -3.22, -0.70], [4.55, -3.08, -1.66], [2.00, -1.41, -1.94], [3.44, -0.77, -1.20], [5.34, -0.53, -4.29], [5.41, -1.94, -3.18], [5.37, -0.25, -2.54], [-0.88, 3.31, 4.15], [-0.23, 4.63, 4.37], [-1.29, 5.58, 4.83], [0.79, 4.49, 5.47], [0.38, 5.15, 3.08], [1.72, 4.57, 2.73], [1.83, 3.15, 2.80], [-0.12, 2.63, 3.75], [-1.67, 3.43, 3.40], [-1.24, 2.92, 5.09], [-1.65, 5.26, 5.80], [-2.09, 5.59, 4.09], [-0.84, 6.57, 4.88], [1.09, 5.49, 5.77], [1.60, 3.87, 5.10], [0.32, 3.96, 6.29], [0.45, 6.23, 3.22], [-0.42, 5.03, 2.34], [2.52, 5.00, 3.32], [1.92, 4.84, 1.69], [1.50, 2.79, 1.97], [-3.06, -0.49, -2.36], [-2.36, -1.44, -3.32], [-2.37, -0.83, -4.67], [-0.94, -1.56, -2.87], [-3.08, -2.75, -3.36], [-2.82, -3.69, -2.22], [-1.58, -4.35, -2.46], [-2.67, 0.51, -2.45], [-2.93, -1.00, -1.42], [-4.11, -0.53, -2.66], [-3.40, -0.79, -5.03], [-1.79, -1.44, -5.36], [-1.94, 0.17, -4.61], [-0.85, -1.91, -1.86], [-0.57, -0.53, -2.91], [-0.39, -2.13, -3.62], [-2.78, -3.26, -4.28], [-4.14, -2.53, -3.47], [-3.62, -4.44, -2.17], [-2.89, -3.21, -1.24], [-1.40, -4.90, -1.69], [-3.67, -2.65, 2.89], [-3.00, -1.37, 3.21], [-3.30, -0.38, 2.11], [-3.59, -0.83, 4.48], [-1.49, -1.50, 3.25], [-0.96, -2.62, 4.10], [-1.47, -2.53, 5.42], [-3.39, -3.42, 3.61], [-3.32, -3.00, 1.91], [-4.74, -2.50, 2.84], [-2.93, -0.82, 1.20], [-2.77, 0.52, 2.41], [-4.38, -0.23, 2.07], [-4.59, -0.46, 4.26], [-2.98, 0.03, 4.77], [-3.56, -1.59, 5.25], [-1.17, -0.52, 3.62], [-1.14, -1.58, 2.22], [0.13, -2.55, 4.07], [-1.18, -3.59, 3.66], [-0.78, -2.74, 6.06], [-0.01, 1.35, 0.04], [-1.18, 0.18, -0.09], [0.16, 1.05, 1.60], [1.21, 0.35, -0.27], [1.00, 2.61, 0.03], [-0.24, 1.54, -1.59], [-1.22, 2.40, 0.31]],
  "mulliken_charge": [-1.331, -0.441, 0.152, 0.282, -0.446, -0.942, -0.136, -0.899, -0.262, -1.090, 0.428, 0.375, 0.162, 0.396, 0.437, 0.593, -0.559, 0.328, 0.460, 0.439, 0.324, -0.080, 0.425, 0.463, 0.316, -0.030, 0.434, 0.345, 0.539, 0.367, -1.228, -0.028, -0.872, -0.883, -0.359, -0.785, -0.554, 0.474, 0.446, 0.457, 0.367, 0.377, 0.453, 0.397, 0.368, 0.370, 0.407, 0.450, 0.421, 0.409, 0.167, -1.007, 0.122, -0.889, -1.601, -0.572, -0.228, -0.503, 0.405, 0.357, 0.448, 0.412, 0.400, 0.348, 0.357, 0.578, 0.586, 0.416, 0.443, 0.534, -0.097, 0.309, -0.866, 0.099, -0.750, -0.748, 0.361, -0.855, -0.476, 0.396, 0.290, 0.399, 0.188, 0.317, 0.392, 0.385, 0.266, 0.374, 0.076, -0.038, 0.483, 0.345, 0.328, 2.150, -0.502, -0.492, -0.379, -0.477, -0.438, -0.541],
  "energy_ha": -2336.25693,
  "charge": 3,
  "e_homo_ev": -17.138
}